14
Properties=species:S:1:pos:R:3 method="wB97M-V/def2-TZVPD" homo_lumo_gap_ev="6.74 / 7.32" max_force_ev_per_a=5.4 total_energy_ha=-1469.86970 lumo_energy_ha="-0.1518 / -0.1484" spin_multiplicity=6 charge=+1
Cr 1.24 0.59 -0.60
O 0.65 0.44 1.23
C -0.32 -0.20 1.78
H -1.30 0.30 1.69
H -0.18 -0.96 2.57
C -0.81 -1.57 -0.11
O -1.16 -2.03 -1.46
C -1.44 -1.10 -2.35
O -0.81 -0.05 -2.35
O -2.75 -1.20 -2.56
Li -2.84 -2.97 -0.04
H 0.24 -1.93 -0.15
H -1.22 -0.55 -0.10
H -3.13 -0.34 -2.79



12
Properties=species:S:1:pos:R:3 method="wB97M-V/def2-TZVPD" homo_lumo_gap_ev=10.63 smiles="CCC#CC=O" max_force_ev_per_a=0.6 total_energy_ha=-269.27862 lumo_energy_ha=0.0132 charge=0
C -1.86 0.31 -0.17
C -0.92 -0.88 -0.39
C 0.47 -0.45 -0.27
C 1.55 0.01 -0.01
C 2.76 0.58 0.54
O 2.73 1.50 1.33
H -1.53 0.88 0.70
H -1.86 0.98 -1.03
H -2.88 -0.03 0.01
H -1.10 -1.37 -1.35
H -1.08 -1.64 0.39
H 3.72 0.12 0.24



138
Properties=species:S:1:pos:R:3 method="wB97M-V/def2-TZVPD" homo_lumo_gap_ev=5.97 max_force_ev_per_a=5.6 total_energy_ha=-5849.14807 lumo_energy_ha=0.0386 charge=-1
C 6.83 -2.69 -0.16
C 5.42 -2.39 -0.72
C 5.50 -0.99 -1.37
C 4.95 -3.49 -1.72
C 3.45 -3.86 -1.54
C 2.65 -2.57 -1.50
C 2.40 -1.85 -2.69
C 2.86 -2.32 -4.06
C 3.79 -1.35 -4.81
C 4.31 -2.08 -6.06
O 5.26 -2.80 -5.94
O 3.70 -1.93 -7.28
C 1.69 -0.66 -2.55
C 1.22 -0.18 -1.31
C 1.43 -0.90 -0.14
C 0.91 -0.39 1.19
C -0.65 -0.40 1.15
C -1.21 -1.76 1.57
Br -1.25 1.01 2.39
C 2.17 -2.09 -0.27
C 2.39 -2.91 1.03
O 3.05 -2.37 1.93
O 1.83 -4.03 1.04
C 0.52 1.13 -1.52
O -0.07 1.79 -0.71
N 0.72 1.47 -2.88
C 1.56 2.65 -3.11
C 0.95 3.93 -2.49
O 1.24 5.08 -3.31
C 2.47 5.55 -3.03
O 2.98 6.37 -3.74
C 1.24 0.33 -3.58
O 1.22 0.28 -4.78
H 6.94 -3.72 0.19
H 7.55 -2.42 -0.94
H 7.04 -2.03 0.69
H 4.74 -2.38 0.14
H 6.28 -0.43 -0.82
H 5.84 -1.03 -2.40
H 4.57 -0.43 -1.22
H 5.13 -3.09 -2.73
H 5.61 -4.36 -1.62
H 3.15 -4.47 -2.40
H 3.37 -4.40 -0.60
H 1.99 -2.63 -4.67
H 3.43 -3.24 -3.91
H 3.30 -0.43 -5.15
H 4.68 -1.12 -4.23
H 2.75 -2.09 -7.12
H 1.19 -1.02 2.03
H 1.30 0.61 1.40
H -0.97 -0.22 0.13
H -2.22 -1.85 1.15
H -0.58 -2.52 1.09
H -1.25 -1.88 2.65
H 1.80 2.79 -4.17
H 2.50 2.48 -2.56
H 1.38 4.06 -1.49
H -0.13 3.84 -2.40
H 3.04 5.20 -2.15
C 3.05 -5.29 -8.49
C 2.88 -5.21 -7.05
N 2.75 -5.14 -5.91
H 3.63 -4.43 -8.84
H 3.58 -6.20 -8.76
H 2.08 -5.28 -8.98
C 0.18 2.56 6.19
C 0.99 2.41 4.99
N 1.63 2.29 4.04
H -0.49 1.71 6.28
H 0.82 2.60 7.07
H -0.41 3.47 6.12
C -3.82 -1.07 5.43
C -2.42 -0.63 5.51
N -1.33 -0.29 5.57
H -3.99 -1.58 4.48
H -4.03 -1.75 6.25
H -4.48 -0.21 5.50
C 7.70 0.14 3.92
C 8.09 -0.32 2.58
N 8.40 -0.68 1.54
H 8.16 -0.49 4.67
H 8.03 1.17 4.06
H 6.62 0.09 4.02
C -0.40 5.07 9.95
C -0.39 5.23 8.50
N -0.38 5.35 7.35
H -0.56 4.03 10.21
H 0.55 5.41 10.36
H -1.20 5.67 10.37
C -3.13 5.16 3.83
C -2.38 5.17 5.07
N -1.82 5.17 6.08
H -4.05 5.71 3.98
H -2.56 5.62 3.02
H -3.37 4.14 3.55
C -5.10 5.29 7.98
C -5.51 4.92 6.61
N -5.86 4.64 5.56
H -4.65 4.44 8.48
H -4.38 6.10 7.94
H -5.97 5.61 8.54
C -1.53 -4.89 -6.07
C -0.62 -4.19 -6.97
N 0.10 -3.64 -7.67
H -0.96 -5.51 -5.38
H -2.12 -4.17 -5.50
H -2.21 -5.53 -6.64
C -5.46 3.73 12.02
C -4.37 3.96 11.08
N -3.51 4.14 10.34
H -5.84 2.72 11.91
H -5.10 3.86 13.04
H -6.27 4.44 11.83
C -3.19 6.58 -3.79
C -1.81 6.10 -3.81
N -0.72 5.72 -3.82
H -3.36 7.22 -4.66
H -3.87 5.74 -3.82
H -3.37 7.16 -2.89
C -3.20 -8.33 -8.29
C -3.34 -8.22 -6.84
N -3.45 -8.15 -5.70
H -2.64 -7.48 -8.67
H -2.67 -9.24 -8.54
H -4.18 -8.34 -8.76
C -6.65 4.72 1.66
C -5.59 4.95 0.68
N -4.76 5.12 -0.10
H -7.04 3.71 1.55
H -6.26 4.84 2.67
H -7.46 5.43 1.50
C -7.42 -6.92 -5.56
C -6.66 -7.05 -6.80
N -6.05 -7.15 -7.76
H -8.12 -7.75 -5.47
H -6.74 -6.94 -4.71
H -7.97 -5.99 -5.56



88
Properties=species:S:1:pos:R:3 method="wB97M-V/def2-TZVPD" homo_lumo_gap_ev="7.12 / 8.00" max_force_ev_per_a=1.3 total_energy_ha=-2931.82422 lumo_energy_ha="-0.3776 / -0.3452" spin_multiplicity=2 charge=+3
Fe 0.40 -0.33 -1.65
C 4.50 -0.85 0.42
C 3.17 -0.99 -0.25
N 2.63 -0.19 -1.09
C 3.35 0.90 -1.70
C 3.08 0.69 -3.18
N 1.65 0.34 -3.42
C 0.90 1.40 -4.11
C -0.43 0.83 -4.45
N -1.06 0.32 -3.22
C -2.07 -0.71 -3.52
C -1.39 -2.04 -3.72
N -0.48 -2.22 -2.61
C -0.20 -3.41 -2.22
C -0.76 -4.66 -2.83
C 0.75 -3.46 -1.08
C 0.98 -4.56 -0.26
C 1.95 -4.44 0.72
C 2.69 -3.26 0.81
C 2.38 -2.23 -0.07
N 1.40 -2.32 -0.95
H 4.94 0.13 0.28
H 5.19 -1.61 0.06
H 4.37 -1.01 1.50
H 4.42 0.90 -1.51
H 2.95 1.84 -1.35
H 3.70 -0.13 -3.54
H 3.37 1.58 -3.75
H 1.62 -0.50 -4.00
H 1.40 1.77 -5.01
H 0.79 2.25 -3.43
H -0.31 -0.02 -5.13
H -1.05 1.56 -4.96
H -1.52 1.09 -2.73
H -2.65 -0.44 -4.41
H -2.76 -0.76 -2.68
H -0.84 -2.11 -4.67
H -2.17 -2.80 -3.77
H -0.53 -4.69 -3.89
H -1.85 -4.68 -2.74
H -0.36 -5.55 -2.37
H 0.43 -5.48 -0.37
H 2.16 -5.26 1.39
H 3.49 -3.17 1.53
C -3.71 -1.30 4.06
C -2.32 -1.92 3.83
C -1.33 -1.41 4.89
C -2.41 -3.45 3.93
C -1.87 -1.50 2.44
C -2.07 -2.29 1.31
C -1.59 -1.89 0.08
N -0.94 -0.72 -0.12
C -0.85 0.09 0.94
C -1.27 -0.27 2.21
C -0.30 1.39 0.61
C -0.47 2.51 1.39
C 0.04 3.74 0.99
C 0.75 3.74 -0.22
C 0.86 2.59 -0.95
N 0.34 1.40 -0.57
C -0.22 5.03 1.74
C -1.16 5.88 0.84
C 1.09 5.79 1.96
C -0.92 4.80 3.08
H -4.10 -1.64 5.02
H -4.41 -1.61 3.28
H -3.66 -0.21 4.08
H -1.59 -1.84 5.86
H -1.38 -0.32 5.00
H -0.31 -1.70 4.66
H -2.61 -3.72 4.97
H -1.48 -3.94 3.63
H -3.24 -3.86 3.34
H -2.59 -3.23 1.38
H -1.76 -2.51 -0.78
H -1.11 0.42 3.03
H -1.04 2.43 2.30
H 1.20 4.64 -0.60
H 1.36 2.62 -1.90
H -0.69 6.12 -0.12
H -1.39 6.81 1.35
H -2.09 5.35 0.64
H 1.57 6.09 1.03
H 1.81 5.19 2.53
H 0.89 6.70 2.53
H -1.88 4.30 2.96
H -1.11 5.76 3.55
H -0.29 4.21 3.76